Entry 1:
Here is C4H8N2O2 as an isolated structure at a distorted geometry from the Open Molecules 2025 dataset. Energies are from ωB97M-V/def2-TZVPD.

XYZ file:
```
16
Properties=species:S:1:pos:R:3:forces:R:3
N -1.120 2.412 -0.752 -0.25 -0.53 0.11
C -0.963 0.960 -0.604 1.55 1.14 1.53
C 0.591 0.974 -0.057 -0.23 0.17 -6.88
N 1.053 0.088 0.898 -0.58 0.69 -0.46
C 0.209 -1.027 1.050 -1.78 -2.62 0.50
C 0.122 -2.305 0.142 2.43 -1.24 -0.14
O -0.578 -3.278 0.352 0.38 0.52 0.62
O 1.305 1.718 -0.768 0.27 -0.75 1.85
H -0.222 2.787 -1.040 -0.39 0.11 -0.35
H -1.897 2.767 -1.286 0.00 -0.33 -0.16
H -1.495 0.627 0.272 -0.92 -0.22 -0.08
H -1.119 0.272 -1.457 0.19 0.48 0.17
H 0.487 1.335 1.094 0.16 -1.38 2.48
H -0.032 -1.277 2.094 -0.28 -0.07 -0.68
H -0.750 -1.329 0.302 -0.47 3.44 1.41
H 0.728 -2.289 -0.784 -0.10 0.57 0.07
```
Positions in Å, forces in eV/Å.

Computed properties:
Net charge: 0
Relative energy (zero: lowest compared OMol25 entry of this formula, charge and spin) (kcal per mole): 185.3
HOMO energy (eV): -9.59
Orbital gap (eV): 8.5340

***

Entry 2:
Here is a single C4H8N2O2 molecule at a distorted geometry from the Open Molecules 2025 dataset. Energies are from ωB97M-V/def2-TZVPD.

XYZ file:
```
16
Properties=species:S:1:pos:R:3:forces:R:3
H -2.200 1.397 0.810 1.49 1.11 -0.97
N -1.327 1.849 0.343 -0.89 -3.95 0.56
C -0.634 0.835 -0.130 -2.71 2.77 -0.13
C 0.674 1.075 -0.679 3.31 -0.44 -1.52
C 1.287 -0.263 -0.175 2.90 1.15 0.24
O 1.648 0.054 1.154 3.47 -2.23 -0.79
C 0.224 -1.360 -0.202 1.51 -0.86 -0.89
N -0.918 -0.539 -0.266 -2.23 1.68 0.40
O -2.046 -0.903 0.472 3.80 0.11 3.65
H 1.155 2.030 -0.215 -0.71 -1.99 -1.10
H 0.867 0.970 -1.791 -1.09 0.88 0.91
H 2.284 -0.583 -0.562 -1.02 0.32 -0.43
H 0.946 0.369 1.622 -3.22 1.53 2.08
H 0.448 -1.760 0.783 -0.76 -0.89 0.06
H 0.288 -2.160 -1.047 -0.07 1.47 1.49
H -2.697 -1.012 -0.119 -3.79 -0.68 -3.55
```
Positions in Å, forces in eV/Å.

Computed properties:
Net charge: 0
Relative energy (zero: lowest compared OMol25 entry of this formula, charge and spin) (kcal per mole): 104.4
SMILES string: [H]/N=C1/C[C@@H](O)CN1O
HOMO energy (eV): -9.41
Orbital gap (eV): 10.1018

***

Entry 3:
Here is a single C4H8N2O2 molecule at a distorted geometry from the Open Molecules 2025 dataset. Energies are from ωB97M-V/def2-TZVPD.

XYZ file:
```
16
Properties=species:S:1:pos:R:3:forces:R:3
C 0.411 2.380 -0.787 0.07 -0.50 -0.20
N 0.100 1.850 0.524 -0.60 -0.18 -0.94
C -0.660 0.751 0.794 1.03 0.07 0.85
O -0.871 0.419 1.949 -0.33 0.00 0.04
C -1.074 -0.217 -0.296 0.02 -0.89 0.18
N -0.291 -1.470 -0.160 -1.49 2.49 -0.38
C 0.765 -1.664 -0.985 0.84 -1.27 0.73
O 1.599 -2.530 -0.854 0.03 -0.02 0.02
H 1.486 2.449 -0.907 0.16 -0.04 -0.22
H -0.018 1.770 -1.580 0.32 -0.25 0.15
H -0.022 3.337 -0.982 -0.26 0.90 0.29
H 0.415 2.389 1.312 -0.12 -0.15 0.28
H -0.954 0.144 -1.292 -0.28 0.21 -0.63
H -2.096 -0.520 -0.067 -0.17 0.47 -0.34
H -0.510 -1.754 0.780 1.21 -1.23 0.16
H 0.821 -0.998 -1.854 -0.42 0.37 -0.01
```
Positions in Å, forces in eV/Å.

Computed properties:
Net charge: 0
Relative energy (zero: lowest compared OMol25 entry of this formula, charge and spin) (kcal per mole): 29.3
SMILES string: CNC(=O)CNC=O
HOMO energy (eV): -9.78
Orbital gap (eV): 10.4180

***

Entry 4:
Here is a single C4H8N2O2 molecule from the Open Molecules 2025 dataset. Energies are from ωB97M-V/def2-TZVPD.

XYZ file:
```
16
Properties=species:S:1:pos:R:3:forces:R:3
C -1.544 -0.394 0.862 -0.22 0.22 0.17
O -0.618 -1.017 -0.001 0.21 -0.07 -0.24
C 0.708 -0.514 0.011 -0.18 -0.15 -0.34
N 1.484 -1.351 -0.867 0.11 0.05 -0.04
O 1.234 -0.569 1.302 0.05 0.09 0.42
C 0.847 0.920 -0.452 0.54 -0.71 0.45
C -0.106 1.748 -0.739 -0.32 0.29 -0.33
N -0.951 2.479 -1.212 -0.23 0.14 -0.46
H -1.965 0.509 0.393 0.00 -0.30 0.24
H -1.065 -0.130 1.811 -0.19 -0.03 -0.09
H -2.346 -1.123 1.035 0.17 0.26 0.00
H 1.259 -1.149 -1.832 -0.05 -0.01 0.01
H 1.258 -2.325 -0.693 -0.06 0.01 -0.02
H 1.376 -1.492 1.545 0.00 -0.01 -0.08
H 1.874 1.242 -0.504 0.08 0.27 -0.03
H -1.445 3.166 -0.660 0.09 -0.04 0.34
```
Positions in Å, forces in eV/Å.

Computed properties:
Net charge: 0
Relative energy (zero: lowest compared OMol25 entry of this formula, charge and spin) (kcal per mole): 65.7
SMILES string: CO[C@](N)(O)C=C=N
HOMO energy (eV): -9.12
Orbital gap (eV): 9.9731

***

Entry 5:
Here is a single C4H8N2O2 molecule at a distorted geometry from the Open Molecules 2025 dataset. Energies are from ωB97M-V/def2-TZVPD.

XYZ file:
```
16
Properties=species:S:1:pos:R:3:forces:R:3
C -0.326 1.633 -0.952 3.08 -1.81 -1.09
C -1.243 1.291 -0.102 -0.15 -1.22 0.37
C 1.335 0.375 0.024 -3.02 2.35 0.03
C -0.040 -1.653 0.115 -1.29 -1.25 3.25
N -0.736 0.442 1.074 -0.81 -0.23 0.72
N 0.409 -0.377 0.791 -1.04 -1.47 -2.31
O 1.984 1.256 0.778 -0.03 2.35 2.31
O 2.167 -0.177 -0.848 -0.46 -1.35 -0.49
H 0.013 1.914 -2.003 -1.31 0.08 1.99
H -2.350 1.429 -0.071 1.04 0.05 0.16
H 0.722 -2.203 -0.391 0.82 0.05 -0.22
H -0.388 -2.381 1.040 0.72 1.77 -2.35
H -0.898 -1.545 -0.557 0.16 0.41 0.12
H -1.451 -0.199 1.523 1.08 1.23 -0.90
H 1.382 1.676 1.490 1.12 -1.24 -1.85
H 3.039 0.222 -0.789 0.07 0.28 0.27
```
Positions in Å, forces in eV/Å.

Computed properties:
Net charge: 0
Relative energy (zero: lowest compared OMol25 entry of this formula, charge and spin) (kcal per mole): 145.2
HOMO energy (eV): -7.57
Orbital gap (eV): 8.3615

***

Entry 6:
Here is an isolated ion of composition C4H8N2O2 and charge +1 at a distorted geometry from the Open Molecules 2025 dataset. Energies are from ωB97M-V/def2-TZVPD.

XYZ file:
```
16
Properties=species:S:1:pos:R:3:forces:R:3
O -0.584 -1.770 -0.010 -0.54 0.06 0.16
C -0.084 -0.678 0.034 0.82 -1.81 -0.46
N 1.230 -0.523 -0.281 -0.79 2.13 0.30
C 1.873 0.737 -0.518 0.19 -1.11 -0.25
O 2.735 0.788 -1.333 0.13 0.47 0.14
C -1.013 0.486 0.475 -0.87 0.64 1.07
C -1.527 0.221 1.896 -0.27 -0.65 -0.03
N -2.090 0.575 -0.445 1.72 -0.68 -0.33
H 1.608 -1.301 -0.784 0.44 -0.57 -0.25
H 1.530 1.550 0.129 0.06 0.18 -0.06
H -0.450 1.428 0.430 0.07 0.03 -0.17
H -0.776 0.326 2.674 0.10 0.56 -0.16
H -2.414 0.825 2.082 0.21 0.26 0.26
H -1.823 -0.826 1.996 -0.14 0.04 -0.33
H -1.838 0.387 -1.419 -0.51 0.48 -0.02
H -3.017 0.320 -0.153 -0.61 -0.02 0.13
```
Positions in Å, forces in eV/Å.

Computed properties:
Net charge: +1
Relative energy (zero: lowest compared OMol25 entry of this formula, charge and spin) (kcal per mole): 15.2
Multiplicity: 2
<S²>: 0.757
HOMO energy (spin up / spin down) (eV): -15.01 / -14.93
Orbital gap (spin up / spin down) (eV): 11.1869 / 5.8316

***

Entry 7:
Here is C4H8N2O2S as an isolated structure at a distorted geometry from the Open Molecules 2025 dataset. Energies are from ωB97M-V/def2-TZVPD.

XYZ file:
```
17
Properties=species:S:1:pos:R:3:forces:R:3
C -0.085 0.695 0.863 0.37 1.69 -2.37
C -1.294 -0.638 -0.712 2.91 -0.04 -0.59
C -0.828 -0.571 0.687 0.32 -0.92 1.80
C 0.157 -1.698 1.106 0.21 1.13 1.44
N 0.008 1.544 -0.928 -1.02 -2.70 3.41
N 1.056 2.372 -0.977 2.71 1.56 -0.68
O 0.565 1.188 1.692 -0.03 0.21 0.42
O 1.472 -0.533 -1.473 -0.38 -0.27 0.69
S 0.151 0.067 -1.744 -0.67 0.82 -1.79
H -1.660 -1.577 -1.071 0.17 -0.58 -0.24
H -2.032 0.078 -0.709 -1.83 1.69 -1.08
H -1.780 -0.617 1.230 0.55 0.29 0.85
H -0.391 -2.546 0.778 0.34 -1.42 0.14
H 0.559 -1.704 2.168 -1.61 -0.05 -0.80
H 1.103 -1.541 0.639 0.34 -0.28 -1.27
H 2.080 2.171 -0.901 -1.63 -1.03 0.13
H 0.919 3.311 -0.646 -0.76 -0.10 -0.05
```
Positions in Å, forces in eV/Å.

Computed properties:
Net charge: 0
Relative energy (zero: lowest compared OMol25 entry of this formula, charge and spin) (kcal per mole): 93.7
HOMO energy (eV): -7.83
Orbital gap (eV): 8.4988

***

Entry 8:
Here is a single C4H8N2O2S molecule at a distorted geometry from the Open Molecules 2025 dataset. Energies are from ωB97M-V/def2-TZVPD.

XYZ file:
```
17
Properties=species:S:1:pos:R:3:forces:R:3
C 0.132 -0.600 0.650 0.27 -2.20 1.06
C -1.098 -1.165 1.346 -1.43 -0.63 -2.21
C 1.095 0.939 -1.024 0.02 0.11 -0.46
C -1.229 0.404 -0.989 -2.03 0.75 0.77
N 0.049 0.302 -0.481 0.32 -2.10 0.96
N 2.367 0.863 -0.506 -2.09 -0.36 0.58
O 3.134 1.660 -0.977 2.28 1.19 -0.79
O 2.575 0.086 0.412 1.24 -0.68 0.77
S -2.352 0.078 1.705 -0.22 -0.40 0.13
H 0.626 -0.141 1.409 1.71 1.70 1.93
H 0.683 -1.551 0.561 0.41 0.68 -1.18
H -1.364 -2.090 0.734 -0.81 1.25 0.62
H -0.847 -1.620 2.291 0.64 0.25 0.45
H 1.142 1.551 -1.923 -1.04 -0.20 0.27
H -1.824 -0.464 -1.175 0.57 -1.35 -0.54
H -2.004 0.785 -0.178 1.16 0.59 -0.79
H -1.085 0.962 -1.854 -0.99 1.41 -1.58
```
Positions in Å, forces in eV/Å.

Computed properties:
Net charge: 0
Relative energy (zero: lowest compared OMol25 entry of this formula, charge and spin) (kcal per mole): 166.8
HOMO energy (spin up / spin down) (eV): -7.68 / -9.52
Orbital gap (spin up / spin down) (eV): 5.3926 / 8.7594

***

Which formula does entry 1 have? C4H8N2O2

***

What is the net charge in the eighth record? 0

***

Among the records above, which one has the highest net charge? number 6

***

Look up the net charge of the second one. 0